i:
# C4H12N2O2

C4H12N2O2 in the gas phase (ωB97M-V/def2-TZVPD, OMol25).

Atoms and positions in Å:
C (1.337, 0.831, 0.000)
N (2.165, 0.370, 1.129)
C (-0.143, 0.430, 0.018)
C (-0.789, 0.636, 1.377)
O (-2.190, 0.807, 1.121)
N (-0.362, -0.963, -0.369)
C (0.013, -1.436, -1.678)
O (-0.713, -0.891, -2.785)
H (1.769, 0.495, -0.941)
H (1.311, 1.922, 0.057)
H (1.638, 0.497, 1.989)
H (2.268, -0.634, 1.034)
H (-0.649, 1.174, -0.615)
H (-0.347, 1.552, 1.783)
H (-0.670, -0.234, 2.025)
H (-2.688, 0.704, 1.945)
H (-1.324, -1.184, -0.163)
H (-0.260, -2.493, -1.625)
H (1.048, -1.267, -1.838)
H (-1.413, -0.316, -2.463)

SMILES: NC[C@H](CO)NCO
Total charge: 0


ii:
# C4H12N2O2

2 unconnected molecules or ions with the total composition C4H12N2O2 (ωB97M-V/def2-TZVPD, OMol25).

Atoms and positions in Å:
N (-0.817, -0.355, -1.518)
C (0.266, 0.567, -1.161)
C (0.039, 1.309, 0.184)
C (-1.199, 0.790, 0.867)
O (-1.175, 0.263, 1.955)
C (1.631, -0.102, -1.158)
N (2.690, 0.902, -1.268)
H (-1.126, -0.196, -2.460)
H (-0.575, -1.316, -1.299)
H (0.324, 1.312, -1.951)
H (-0.042, 2.391, 0.060)
H (0.901, 1.220, 0.849)
H (-2.130, 0.834, 0.284)
H (1.709, -0.712, -0.253)
H (1.719, -0.783, -2.001)
H (3.602, 0.486, -1.111)
H (2.539, 1.634, -0.586)
H (-0.549, -2.652, 2.065)
H (-1.770, -1.745, 1.922)
O (-1.509, -2.674, 2.041)

SMILES: NC[C@@H](N)CC=O.O
Total charge: 0


iii:
# C4H12N2O2

2 unconnected molecules or ions with the total composition C4H12N2O2 (ωB97M-V/def2-TZVPD, OMol25).

Atoms and positions in Å:
C (0.479, -0.889, 0.464)
C (-0.173, -2.035, -0.299)
C (-1.057, -1.503, -1.416)
O (-0.913, -0.365, -1.795)
N (-0.611, -0.059, 1.042)
C (-0.173, 0.856, 2.123)
N (0.350, 2.073, 1.508)
H (1.185, -0.293, -0.179)
H (1.128, -1.265, 1.297)
H (0.575, -2.713, -0.761)
H (-0.773, -2.648, 0.435)
H (-1.681, -2.189, -2.017)
H (-0.970, 0.469, 0.252)
H (-0.956, 0.852, 2.905)
H (0.687, 0.326, 2.603)
H (-0.457, 2.532, 1.080)
H (0.674, 2.789, 2.155)
H (1.544, 1.773, -2.336)
H (0.830, 0.697, -1.738)
O (1.625, 1.222, -1.544)

SMILES: NCNCCC=O.O
Total charge: 0


iv:
# C4H12N2O2

2 unconnected molecules or ions with the total composition C4H12N2O2 (ωB97M-V/def2-TZVPD, OMol25).

Atoms and positions in Å:
C (0.381, 2.153, -2.495)
N (0.642, 1.595, -1.190)
C (0.223, 0.217, -1.000)
C (0.513, -0.115, 0.447)
N (1.476, -1.033, 0.750)
C (1.935, -2.115, -0.083)
O (-0.039, 0.519, 1.327)
H (1.105, 2.934, -2.705)
H (-0.626, 2.589, -2.579)
H (0.495, 1.375, -3.238)
H (0.371, 2.170, -0.412)
H (-0.840, 0.052, -1.187)
H (0.758, -0.389, -1.732)
H (1.613, -1.161, 1.738)
H (1.756, -1.897, -1.123)
H (3.021, -2.218, -0.020)
H (1.467, -3.063, 0.163)
H (-4.688, -0.432, 5.232)
H (-4.569, -0.925, 3.766)
O (-4.994, -0.256, 4.340)

SMILES: CNCC(=O)NC.O
Total charge: 0


Least stable structure: iii


i:
# C4H12N2O2

C4H12N2O2 in the gas phase (ωB97M-V/def2-TZVPD, OMol25).

Atoms and positions in Å:
C (0.410, -0.688, 0.365)
C (-0.244, 1.398, -0.772)
C (-1.995, -0.769, 0.808)
C (1.399, -1.853, 0.273)
N (0.778, 0.305, -0.604)
N (0.417, 2.341, -1.611)
O (-0.879, -1.252, 0.082)
O (0.549, -0.145, 1.656)
H (1.046, 0.668, 1.486)
H (0.863, -0.158, -1.507)
H (1.373, 2.443, -1.280)
H (-0.092, 3.220, -1.621)
H (-0.432, 1.834, 0.211)
H (-1.190, 1.101, -1.228)
H (-2.508, -0.011, 0.212)
H (-1.756, -0.359, 1.793)
H (-2.689, -1.603, 0.952)
H (2.432, -1.511, 0.404)
H (1.321, -2.377, -0.685)
H (1.197, -2.584, 1.065)

SMILES: CO[C@](C)(O)NCN
Total charge: 0


ii:
# C4H12N2O2

2 unconnected molecules or ions with the total composition C4H12N2O2 (ωB97M-V/def2-TZVPD, OMol25).

Atoms and positions in Å:
O (1.913, -2.139, -1.783)
C (0.953, -1.458, -1.501)
N (-0.148, -1.957, -0.859)
C (-1.344, -1.182, -0.665)
C (-1.448, -0.449, 0.683)
C (-0.590, 0.805, 0.822)
N (-1.431, 2.025, 0.926)
H (0.834, -0.421, -1.827)
H (-0.031, -2.760, -0.263)
H (-1.584, -0.527, -1.487)
H (-2.248, -1.804, -0.673)
H (-1.238, -1.102, 1.529)
H (-2.513, -0.212, 0.786)
H (0.005, 0.997, -0.063)
H (-0.078, 0.835, 1.774)
H (-1.044, 2.658, 1.611)
H (-2.390, 1.852, 1.194)
H (1.534, 3.578, 0.827)
H (2.944, 3.349, 1.319)
O (2.031, 3.095, 1.509)

SMILES: NCCCNC=O.O
Total charge: 0


iii:
# C4H12N2O2

2 unconnected molecules or ions with the total composition C4H12N2O2 (ωB97M-V/def2-TZVPD, OMol25).

Atoms and positions in Å:
C (0.418, 1.414, -0.117)
N (-0.312, 0.374, 0.653)
C (-1.301, -0.495, 0.224)
N (-2.224, -0.083, -0.738)
O (-1.491, -1.519, 0.978)
C (1.703, 0.963, -0.838)
C (2.027, 2.045, -1.874)
H (0.846, 2.080, 0.703)
H (-0.349, 1.952, -0.637)
H (0.288, -0.127, 1.475)
H (-2.023, 0.660, -1.348)
H (-2.915, -0.673, -1.219)
H (2.587, 0.923, -0.165)
H (1.511, 0.060, -1.339)
H (2.904, 1.826, -2.517)
H (1.323, 2.287, -2.569)
H (2.153, 3.014, -1.350)
H (0.597, -3.216, 1.119)
H (-0.182, -2.078, 1.896)
O (0.732, -2.519, 1.793)

SMILES: CCCNC(N)=O.O
Total charge: 0


Least stable structure: i